Entry 1:
16
Properties=species:S:1:pos:R:3:forces:R:3:mulliken_charge:R:1 method="wB97M-V/def2-TZVPD" e_tot_ev=-8857.8864 largest_force_ha_per_bohr=0.033 gap_ev=6.9548 multiplicity=1 lumo_ha=0.152 charge=-1
C 1.024163 0.847897 0.586287 0.46 0.01 0.07 -0.970
N 0.024474 -0.175629 0.394370 -0.02 -0.73 0.74 -0.374
C -0.218728 -0.435717 -1.013936 0.20 1.11 -0.26 -0.752
C -1.244225 0.705279 -1.545190 -0.54 -1.46 0.67 -0.294
O -1.820440 1.341502 -0.516889 -0.08 0.39 0.02 -0.910
H 1.200550 1.075433 1.644097 -0.25 -0.08 0.00 0.297
H 0.769522 1.772539 0.075476 -0.10 0.29 -0.13 0.330
H 1.974430 0.477716 0.199947 0.17 0.03 -0.10 0.328
H -0.878030 0.228402 0.696069 0.07 0.29 -0.28 0.249
H -0.594717 -1.456327 -1.120804 -0.10 0.10 -0.17 0.309
H 0.712455 -0.306749 -1.582537 0.03 -0.45 0.14 0.290
H -1.982827 0.060572 -2.093797 0.12 0.48 -0.59 0.237
H -0.688964 1.344311 -2.266916 -0.06 0.02 -0.10 0.197
H 0.777974 -1.713213 2.937783 -0.05 -0.13 -0.17 0.263
H 0.335341 -1.535554 1.464906 0.16 0.00 -0.01 0.556
O 0.609022 -2.230463 2.141135 -0.02 0.11 0.17 -0.756


Entry 2:
16
Properties=species:S:1:pos:R:3:forces:R:3:mulliken_charge:R:1 method="wB97M-V/def2-TZVPD" e_tot_ev=-8858.2534 largest_force_ha_per_bohr=0.035 gap_ev=7.1097 multiplicity=1 lumo_ha=0.147 charge=-1
C -1.693769 -0.680302 -0.196354 0.86 1.57 -0.23 -0.381
C -0.275094 -0.303107 -0.675390 -0.45 -1.55 -0.74 -0.659
C 0.797871 -0.036961 0.405163 -1.19 0.72 0.37 -0.393
O 1.939658 0.487661 -0.040726 0.29 -0.18 0.00 -0.868
N -1.775194 -2.064425 0.236920 -0.18 -0.21 0.65 -0.659
H -2.356543 -0.448055 -1.031358 -0.31 -0.53 -0.09 0.297
H -1.963397 0.068633 0.567852 -0.06 -0.29 0.27 0.296
H -0.007900 -1.127279 -1.374946 0.35 0.24 0.41 0.290
H -0.366773 0.541149 -1.338880 0.13 0.74 0.00 0.296
H 0.892964 -0.965924 1.026898 0.22 -0.15 -0.14 0.148
H 0.196803 0.640707 1.110310 0.42 -0.07 -0.04 0.143
H -2.569250 -2.164943 0.868066 0.05 -0.11 -0.20 0.220
H -0.964457 -2.231039 0.833076 -0.06 -0.05 -0.22 0.269
H 2.607107 3.430224 0.262394 0.33 -0.21 -0.47 0.253
H 2.543777 1.989106 -0.224194 -0.04 -0.51 -0.27 0.478
O 2.994196 2.864556 -0.428833 -0.36 0.60 0.69 -0.732


Entry 3:
16
Properties=species:S:1:pos:R:3:forces:R:3:mulliken_charge:R:1 method="wB97M-V/def2-TZVPD" e_tot_ev=-8857.5062 largest_force_ha_per_bohr=0.005 gap_ev=6.3158 multiplicity=1 lumo_ha=0.145 charge=-1
C -0.178245 1.398015 0.728770 0.10 -0.07 0.04 0.050
O -0.336798 2.590139 1.301338 0.00 0.07 0.00 -0.883
C -0.061012 0.245587 1.753985 0.04 0.10 0.00 -0.486
N -0.182419 -1.095678 1.144443 0.09 0.04 -0.23 -0.535
H -1.026174 1.067123 0.053151 -0.10 0.02 -0.06 0.009
H 0.724630 1.308428 0.058965 0.01 -0.04 0.04 -0.097
H 0.905001 0.289679 2.262892 0.04 0.09 -0.04 0.292
H -0.832338 0.449015 2.498238 -0.12 -0.08 0.18 0.258
H 0.141914 -1.810316 1.779470 -0.01 -0.12 0.06 0.191
H -1.150210 -1.303305 0.929553 -0.03 0.06 0.02 0.202
C 0.278631 -0.338876 -2.395190 -0.15 -0.03 0.21 -0.584
O 0.730215 -1.401533 -1.590486 0.14 -0.22 -0.07 -0.567
H 0.612317 -0.541312 -3.408116 0.04 0.01 -0.23 0.262
H -0.816090 -0.256917 -2.395664 0.03 -0.01 -0.03 0.229
H 0.676631 0.622969 -2.070045 0.04 0.08 0.00 0.226
H 0.513952 -1.223020 -0.651304 -0.10 0.10 0.10 0.432